{
  "formula": "C54H49O22P",
  "method": "ωB97M-V with the def2-TZVPD basis set",
  "species": ["C", "C", "C", "C", "C", "C", "C", "C", "C", "C", "C", "C", "C", "O", "C", "C", "C", "C", "P", "C", "C", "C", "C", "C", "C", "C", "O", "H", "H", "H", "H", "H", "H", "H", "H", "H", "H", "H", "H", "H", "H", "H", "H", "H", "H", "H", "H", "H", "H", "H", "H", "H", "H", "H", "H", "H", "O", "C", "C", "C", "O", "C", "O", "C", "C", "O", "H", "H", "H", "H", "O", "C", "C", "C", "O", "C", "O", "C", "C", "O", "H", "H", "H", "H", "O", "C", "C", "C", "O", "C", "O", "C", "C", "O", "H", "H", "H", "H", "O", "C", "C", "C", "O", "C", "O", "C", "C", "O", "H", "H", "H", "H", "O", "C", "C", "C", "O", "C", "O", "C", "C", "O", "H", "H", "H", "H"],
  "xyz": [[-0.127, 2.839, 3.759], [0.088, 1.432, 4.299], [-0.468, 0.373, 3.352], [-0.043, -1.052, 3.702], [1.333, -1.433, 3.117], [1.393, -2.827, 2.462], [1.657, -2.784, 0.982], [0.826, -3.463, 0.092], [1.026, -3.405, -1.279], [2.062, -2.637, -1.791], [2.919, -1.969, -0.912], [2.726, -2.057, 0.458], [4.018, -1.137, -1.476], [5.070, -0.974, -0.905], [3.693, -0.508, -2.784], [4.213, 0.733, -3.142], [3.829, 1.316, -4.338], [2.932, 0.683, -5.212], [2.544, 1.551, -6.761], [1.751, 3.092, -6.121], [1.050, 3.075, -4.762], [1.119, 0.601, -7.417], [-0.195, 0.564, -6.642], [2.461, -0.583, -4.870], [2.827, -1.164, -3.661], [2.274, -2.482, -3.253], [2.011, -3.355, -4.050], [0.097, 3.587, 4.518], [-1.158, 2.974, 3.439], [0.528, 3.030, 2.911], [-0.427, 1.322, 5.254], [1.151, 1.256, 4.469], [-0.155, 0.600, 2.330], [-1.557, 0.447, 3.361], [-0.789, -1.746, 3.317], [-0.014, -1.147, 4.786], [2.086, -1.354, 3.897], [1.594, -0.681, 2.373], [0.428, -3.309, 2.603], [2.124, -3.469, 2.950], [-0.001, -4.040, 0.484], [0.371, -3.938, -1.953], [3.414, -1.546, 1.117], [4.905, 1.234, -2.482], [4.229, 2.286, -4.601], [2.517, 3.866, -6.124], [1.036, 3.390, -6.890], [1.713, 2.734, -3.973], [0.172, 2.438, -4.780], [0.719, 4.079, -4.500], [1.505, -0.411, -7.546], [0.931, 0.974, -8.422], [-0.879, -0.158, -7.087], [-0.691, 1.531, -6.649], [-0.050, 0.274, -5.604], [1.806, -1.136, -5.525], [-3.549, -3.651, 8.454], [-2.578, -3.747, 7.726], [-1.348, -3.005, 7.880], [-0.355, -3.201, 6.998], [0.820, -2.602, 7.059], [-0.484, -4.180, 5.847], [0.471, -4.249, 5.095], [-1.705, -4.941, 5.706], [-2.693, -4.741, 6.590], [-3.853, -5.372, 6.561], [-1.264, -2.316, 8.708], [1.369, -2.938, 6.318], [-1.783, -5.645, 4.890], [-4.370, -5.022, 7.314], [2.548, -2.113, -8.075], [1.934, -3.151, -8.263], [1.340, -3.957, -7.222], [0.690, -5.076, -7.575], [0.105, -5.896, -6.718], [0.559, -5.523, -9.014], [-0.046, -6.561, -9.209], [1.146, -4.705, -10.055], [1.795, -3.586, -9.705], [2.370, -2.759, -10.563], [1.453, -3.637, -6.194], [-0.275, -6.621, -7.252], [1.042, -5.025, -11.082], [2.770, -2.047, -10.025], [-1.822, 5.918, -1.009], [-2.002, 6.529, 0.028], [-2.482, 7.893, 0.105], [-2.641, 8.459, 1.308], [-3.091, 9.688, 1.500], [-2.323, 7.726, 2.592], [-2.501, 8.346, 3.625], [-1.845, 6.363, 2.516], [-1.699, 5.794, 1.311], [-1.280, 4.554, 1.124], [-2.709, 8.407, -0.819], [-3.094, 9.826, 2.468], [-1.629, 5.842, 3.438], [-1.270, 4.414, 0.156], [-5.098, 6.219, 0.726], [-6.239, 6.589, 0.942], [-7.020, 6.227, 2.103], [-8.270, 6.702, 2.213], [-9.076, 6.439, 3.225], [-8.889, 7.602, 1.166], [-10.034, 7.959, 1.371], [-8.099, 7.975, 0.012], [-6.850, 7.501, -0.097], [-6.037, 7.774, -1.103], [-6.571, 5.584, 2.846], [-9.913, 6.909, 3.037], [-8.544, 8.626, -0.727], [-5.205, 7.291, -0.921], [3.435, -3.509, 5.896], [3.849, -4.577, 5.470], [3.515, -5.862, 6.034], [4.022, -6.967, 5.468], [3.782, -8.194, 5.892], [4.938, -6.913, 4.264], [5.344, -7.982, 3.848], [5.270, -5.622, 3.699], [4.763, -4.519, 4.265], [5.013, -3.291, 3.841], [2.857, -5.893, 6.890], [4.281, -8.790, 5.299], [5.923, -5.590, 2.838], [4.541, -2.690, 4.448]],
  "mulliken_charge": [-1.3170, -0.2120, -1.1316, -0.1970, -0.7140, -0.3693, 0.4024, -0.9592, -1.1456, 0.6427, 0.1681, -0.1315, -0.2216, -0.5991, 0.3612, -1.1293, -0.7695, 0.2111, -0.3126, -0.7194, -0.9077, 0.4448, -1.2562, 0.6469, 0.2652, -0.0976, -0.5825, 0.4061, 0.3082, 0.3015, 0.3034, 0.2903, 0.3236, 0.4439, 0.5159, -0.1031, 0.2360, 0.8043, 0.3121, 0.0668, 0.4428, 0.4730, 0.6164, 0.5022, 0.3908, 0.4430, 0.4993, 0.1950, 0.1965, 0.3954, -0.6259, 0.5832, 0.4098, 0.3463, 0.2722, 0.3762, -0.6377, 1.1124, -0.9640, 0.3619, -0.5891, 1.0296, -0.3993, -1.3048, 0.4074, -0.5968, 0.4676, 0.1965, 0.4843, 0.3765, -0.7040, 1.2335, -0.9960, 0.3673, -0.5900, 0.9392, -0.6396, -1.0114, 0.2158, -0.5964, 0.6089, 0.3705, 0.4377, 0.3832, -0.6867, 1.0475, -1.1081, 0.2987, -0.6042, 1.0471, -0.6505, -0.8827, 0.3537, -0.5097, 0.4941, 0.3911, 0.4479, 0.3612, -0.5420, 1.0948, -1.1688, 0.3979, -0.5803, 1.0647, -0.6270, -0.9483, 0.3385, -0.6073, 0.4551, 0.3744, 0.4384, 0.3090, -0.7660, 1.2544, -1.0752, 0.3131, -0.5896, 1.0490, -0.6303, -0.8902, 0.2008, -0.6325, 0.5031, 0.3808, 0.4612, 0.3651],
  "total_charge": 0,
  "homo_energy_ev": -8.274,
  "spin_multiplicity": 1,
  "lumo_ha": -0.0611
}